# 1
ORCA calculation (wB97M-V/def2-TZVPD) on a structure of composition C16H19N3O5S.

ORCA input file:
```
! wB97M-V def2-TZVPD RIJCOSX def2/J DEFGRID3
* xyz 0 1
C -0.48800 -3.93041 -4.17543
C 0.25259 -3.59601 -2.86609
O 1.42901 -3.33921 -2.89946
O -0.51427 -3.67246 -1.74366
C -0.09996 -2.77874 -0.70223
C -1.39783 -2.01286 -0.21171
C -1.19920 -0.51258 -0.53136
C -0.89240 0.45634 0.41031
C -0.76822 0.10984 1.89385
C 0.67340 0.28011 2.48250
C 0.73012 -0.42080 3.86161
N -0.11971 0.19018 4.86009
O 1.42884 -1.37955 4.08400
C -0.68918 1.84726 -0.08479
C -0.29850 3.01918 0.85151
C 1.17087 3.46223 0.49692
O 2.05093 2.82460 1.43806
C 3.35771 2.94431 1.10548
O 3.78851 3.33111 0.05166
C -0.83502 2.17348 -1.40934
C -1.17209 1.20935 -2.42912
N -1.35261 1.40004 -3.73689
S -1.72780 -0.11041 -4.28516
N -1.65349 -0.99119 -2.93006
C -1.33767 -0.15122 -1.92661
H -0.65832 -5.02985 -4.14243
H -1.46913 -3.44094 -4.25303
H 0.15590 -3.75912 -5.05170
H 0.30697 -3.31990 0.17229
H 0.62481 -2.01608 -1.02145
H -2.28154 -2.36217 -0.76987
H -1.59334 -2.17684 0.85755
H -1.43239 0.77096 2.48701
H -1.09007 -0.92208 2.11758
H 1.47495 -0.09842 1.83246
H 0.79864 1.35405 2.71627
H 0.43685 0.94627 5.25867
H -0.35255 -0.49218 5.57612
H -0.94044 3.86682 0.54951
H -0.40070 2.75327 1.91149
H 1.25669 4.56806 0.51807
H 1.41050 3.15221 -0.53192
H 4.08551 2.63679 1.88948
H -0.66837 3.21656 -1.72020
*
```

Computed properties:
Frontier orbital gap, eV: 8.24
Highest occupied orbital energy, eV: -8.95

# 2
ORCA calculation (wB97M-V/def2-TZVPD) on an isolated molecule of C16H19N3O6S2.

ORCA input file:
```
! wB97M-V def2-TZVPD RIJCOSX def2/J DEFGRID3
* xyz 0 1
C 0.16650 6.59159 -3.28687
C -0.41690 5.95206 -2.03142
C -0.85141 4.48833 -2.20754
C -1.96859 4.31069 -3.23390
N 0.25157 3.61054 -2.55076
S 1.22273 3.08585 -1.30705
O 1.34048 4.06506 -0.26108
O 2.42235 2.58844 -1.91616
C 0.25224 1.71818 -0.70045
C 0.09334 0.61095 -1.51222
C -0.65259 -0.46333 -1.06792
C -1.23393 -0.42608 0.20059
N -1.97237 -1.51292 0.65702
S -1.41185 -3.06859 0.42226
O -2.12709 -3.91826 1.31667
O -1.42587 -3.36814 -0.97381
C 0.33315 -3.05564 0.91890
C 1.28475 -3.14946 -0.07815
C 2.62723 -3.28110 0.24504
C 3.01763 -3.36328 1.57274
C 2.06958 -3.29231 2.57847
C 0.73046 -3.12106 2.24692
N -0.21518 -2.96724 3.32789
O -0.04125 -3.62479 4.32083
O -1.08390 -2.13520 3.17299
C -1.07563 0.70256 1.00529
C -0.33355 1.77630 0.54872
H -0.56183 6.61601 -4.09391
H 0.46438 7.61446 -3.06962
H 1.04972 6.05414 -3.62655
H 0.32912 5.97581 -1.23532
H -1.28395 6.52761 -1.70142
H -1.20368 4.12541 -1.23482
H -2.29927 3.27573 -3.24258
H -1.61636 4.56492 -4.22954
H -2.81101 4.94926 -2.98293
H 0.78460 3.90714 -3.35310
H 0.56343 0.60761 -2.48205
H -0.80586 -1.33289 -1.68528
H -2.33708 -1.41069 1.59507
H 0.94996 -3.13915 -1.10242
H 3.36423 -3.33668 -0.54057
H 4.05868 -3.48618 1.82717
H 2.34659 -3.35881 3.61995
H -1.53051 0.72317 1.98404
H -0.18366 2.65779 1.15214
*
```

Computed properties:
Frontier orbital gap, eV: 8.33
Highest occupied orbital energy, eV: -9.28
SMILES string: CC[C@@H](C)NS(=O)(=O)c1ccc(NS(=O)(=O)c2ccccc2[N+](=O)[O-])cc1

# 3
ORCA calculation (wB97M-V/def2-TZVPD) on a structure of composition C16H19N7RuS3.

ORCA input file:
```
! wB97M-V def2-TZVPD RIJCOSX def2/J DEFGRID3
* xyz -1 2
Ru 0.25992 -0.33160 -0.28236
C -2.47308 2.78659 0.96227
C -1.47207 1.91829 0.26897
N -1.14462 0.71233 0.73294
N -1.64507 0.28962 1.93542
C -1.34458 -0.92097 2.39122
N -1.88950 -1.24514 3.62204
S -0.41825 -2.02078 1.54195
C -0.74548 2.30091 -0.87194
C -0.90431 3.53021 -1.56198
C -0.13780 3.80857 -2.65547
C 0.81760 2.87542 -3.09557
C 0.94451 1.70144 -2.39164
N 0.20170 1.40678 -1.31727
H -3.35859 2.21325 1.25464
H -2.82010 3.58465 0.31220
H -2.05951 3.25782 1.86206
H -2.18856 0.92497 2.50071
H -1.88349 -0.50324 4.30752
H -1.49425 -2.09936 3.98386
H -1.63113 4.25208 -1.21772
H -0.26691 4.74961 -3.17665
H 1.44543 3.06225 -3.95417
H 1.66177 0.94360 -2.67585
S 1.86585 0.61098 1.22461
C 3.35093 0.37372 0.33921
C 4.53163 0.97709 0.89187
N 5.45722 1.47170 1.36668
C 3.43173 -0.37418 -0.78895
S 2.07854 -1.21754 -1.49645
C 4.68912 -0.52625 -1.46875
N 5.68910 -0.63577 -2.02944
C -2.73738 -2.44214 -2.43796
C -1.22818 -2.18902 -2.34342
C -0.69722 -1.72991 -3.71138
C -0.52163 -3.49004 -1.92624
N -0.99266 -1.14944 -1.39010
H -2.95731 -3.21913 -3.17593
H -3.25035 -1.52247 -2.72461
H -3.12156 -2.75811 -1.46627
H -0.89036 -2.49521 -4.46859
H 0.37594 -1.54650 -3.65619
H -1.18904 -0.80218 -4.01142
H -0.72418 -4.28892 -2.64640
H -0.87598 -3.80346 -0.94239
H 0.55464 -3.33195 -1.86575
*
```

Computed properties:
Frontier orbital gap (spin up / spin down), eV: 5.17 / 5.11
Highest occupied orbital energy (spin up / spin down), eV: -3.05 / -2.99

# 4
ORCA calculation (wB97M-V/def2-TZVPD) on an isolated molecule of C16H19NO2S2.

ORCA input file:
```
! wB97M-V def2-TZVPD RIJCOSX def2/J DEFGRID3
* xyz 0 1
O 3.45347 1.84718 -0.75843
C 3.12211 1.37902 0.31001
C 4.02936 0.46601 1.12379
C 3.83770 -0.99546 0.72080
S 2.17846 -1.64580 1.12322
C 1.19326 -1.48048 -0.34507
C 1.57881 -0.79967 -1.48957
C 0.69754 -0.70083 -2.55372
C -0.55686 -1.27979 -2.49091
C -0.93269 -1.97486 -1.35226
C -0.06584 -2.07395 -0.28227
N 1.91395 1.59605 0.87187
C 0.85555 2.31061 0.19449
C -0.46852 1.58387 0.37132
S -1.74734 2.33233 -0.69443
C -3.23697 1.92879 0.31575
C -3.38355 0.47833 0.55363
C -4.01875 -0.49875 -0.15713
C -3.81615 -1.70366 0.55802
C -3.06811 -1.37285 1.64361
O -2.79960 -0.05655 1.65095
H 5.06412 0.74543 0.91646
H 3.83494 0.58131 2.19109
H 4.52004 -1.62893 1.28895
H 4.01863 -1.14741 -0.34117
H 2.54212 -0.32406 -1.57074
H 1.00196 -0.15586 -3.43432
H -1.23893 -1.18990 -3.32212
H -1.90626 -2.43655 -1.29214
H -0.35391 -2.60451 0.61316
H 1.68077 1.14326 1.74225
H 1.12915 2.36744 -0.86276
H 0.77422 3.33299 0.58268
H -0.81620 1.65779 1.40241
H -0.37381 0.53431 0.09289
H -4.07260 2.31624 -0.26234
H -3.14409 2.47158 1.25652
H -4.56224 -0.37130 -1.07045
H -4.18292 -2.67611 0.30024
H -2.68082 -1.95525 2.45572
*
```

Computed properties:
Frontier orbital gap, eV: 8.76
Highest occupied orbital energy, eV: -8.16
SMILES string: O=C(CCSc1ccccc1)NCCSCc1ccco1

# 5
ORCA calculation (wB97M-V/def2-TZVPD) on a structure of composition C16H20AlBr4CaCl3F6Li2NO5S.

ORCA input file:
```
! wB97M-V def2-TZVPD RIJCOSX def2/J DEFGRID3
* xyz -1 1
C 0.25017 0.54550 3.02613
C 0.53100 0.73093 1.61185
C 1.47168 -0.37959 0.93326
C 0.72716 -1.24683 -0.20357
C 0.76334 -0.44877 -1.61088
C -0.56112 0.38620 -1.96362
O -1.59465 -0.06265 -2.48494
F -0.50332 1.81023 -1.66347
C -0.67455 -1.74899 0.41582
C -0.66831 -3.38987 0.26405
Cl -2.27548 -4.28178 0.21821
C 0.32845 -3.48885 -1.01125
Cl 0.86628 -5.19015 -1.43250
N 1.42866 -2.54555 -0.53907
H -0.49189 1.27066 3.63525
H 0.68488 -0.33400 3.63623
H 0.06501 1.62781 1.07355
H 2.44122 0.09436 0.52465
H 1.80528 -1.12803 1.75473
H 1.68650 0.25296 -1.56103
H 0.96674 -1.19068 -2.47233
H -0.82944 -1.65367 1.56248
H -1.62342 -1.30470 -0.04849
H -0.04117 -3.97200 1.06048
H -0.34410 -3.11607 -1.92339
H 1.75954 -2.86268 0.40548
H 2.21025 -2.48553 -1.22211
F -4.41089 -3.18072 -0.91306
Ca -0.30896 -5.39552 1.91915
Br -1.18808 1.10806 5.21470
C 5.35784 0.07363 3.06300
Br 3.48605 0.48168 2.76392
Br 5.89750 -1.55091 2.15706
Br 6.50750 1.58003 2.60208
H 5.47913 -0.10315 4.13199
Cl -1.38074 -2.69867 -3.18327
O 4.75332 -6.04057 4.26791
S 4.51515 -4.93291 3.32508
O 5.40851 -5.06758 2.15475
O 4.76642 -3.63895 3.99591
O 3.09951 -4.97564 2.86453
C -2.53218 6.87665 -1.07622
C -1.52063 6.00568 -0.68262
C -1.42268 4.74403 -1.26267
C -2.33162 4.35684 -2.24407
C -3.34082 5.22920 -2.64003
C -3.44419 6.48737 -2.05360
H -2.61047 7.85909 -0.62135
H -0.80809 6.31008 0.07789
H -0.63846 4.06272 -0.95081
H -2.25314 3.37535 -2.69956
H -4.04819 4.92741 -3.40585
H -4.23471 7.16511 -2.35872
Li 6.98593 3.45080 4.32392
Li 0.06751 -2.18093 -5.31185
F -7.31572 -0.14172 -3.66843
Al -5.63832 -0.07449 -3.07739
F -4.78073 1.26197 -3.88706
F -4.81891 -1.60684 -3.44424
F -5.63750 0.20144 -1.32169
*
```

Computed properties:
Frontier orbital gap, eV: 2.43
Highest occupied orbital energy, eV: -4.35

# 6
ORCA calculation (wB97M-V/def2-TZVPD) on a structure of composition C16H20BF5NS6Sn.

ORCA input file:
```
! wB97M-V def2-TZVPD RIJCOSX def2/J DEFGRID3
* xyz -1 1
Sn 0.79277 0.72433 0.02383
C 1.03235 -3.11944 -3.04973
C 0.75463 -3.81320 -1.72011
S 1.62593 -2.97756 -0.36481
C 0.76836 -3.64576 1.08771
C -0.44679 -2.85359 1.55590
S -1.88694 -3.11875 0.48343
C -2.75737 -1.53737 0.65676
C -3.66834 -1.27437 -0.53880
S -2.86512 -0.54050 -1.98921
C -2.25568 -1.99781 -2.88061
C -1.16936 -1.57443 -3.86536
S 0.50418 -1.38970 -3.19855
H 0.57420 -3.68983 -3.86131
H 2.10805 -3.10320 -3.23811
H 1.10156 -4.84859 -1.78498
H -0.30807 -3.81896 -1.49835
H 1.51409 -3.62179 1.88377
H 0.52388 -4.69624 0.90942
H -0.20823 -1.79072 1.55186
H -0.69904 -3.14326 2.57816
H -2.00540 -0.75015 0.72638
H -3.34837 -1.54993 1.57528
H -4.42174 -0.54002 -0.24793
H -4.20844 -2.17498 -0.84134
H -3.08332 -2.46741 -3.41838
H -1.86569 -2.70366 -2.15307
H -1.40089 -0.59155 -4.28268
H -1.13210 -2.27201 -4.70555
S 2.19869 -0.27112 2.84276
C 1.76830 1.35376 2.86104
N 1.16531 2.02842 1.88970
C 0.90033 3.34567 2.22388
C 0.22851 4.27071 1.42962
C 0.03197 5.55185 1.91435
C 0.48816 5.92521 3.17861
C 1.14411 5.00736 3.98317
C 1.34140 3.72255 3.49892
S 2.08715 2.35904 4.27339
H -0.12806 3.98854 0.44820
H -0.48390 6.27540 1.29628
H 0.32712 6.93424 3.53602
H 1.49502 5.28393 4.96920
F 3.73487 -0.25182 -0.95315
B 3.10624 0.65537 -0.18763
F 3.95347 1.46523 0.45677
F -0.44015 3.13917 -1.62691
C 0.77898 2.51626 -1.45562
F 1.07892 2.02946 -2.70552
F 1.65445 3.55121 -1.26669
*
```

Computed properties:
Frontier orbital gap, eV: 6.66
Highest occupied orbital energy, eV: -4.31

# 7
ORCA calculation (wB97M-V/def2-TZVPD) on a structure of composition C16H20BeCl3F3N2O2.

ORCA input file:
```
! wB97M-V def2-TZVPD RIJCOSX def2/J DEFGRID3
* xyz -1 2
Be 3.21265 -1.75929 -3.10761
C 4.87736 0.57600 -0.81733
O 4.52932 -0.66125 -0.26317
O 4.59800 0.40845 -2.15624
C 4.51168 1.91926 0.01923
F 3.96197 1.43595 1.15552
F 5.56494 2.67890 0.40880
F 3.61498 2.76502 -0.45290
C 5.30636 -1.15025 0.88597
C 4.85585 -2.51585 1.25069
H 5.51951 -3.17331 0.68908
H 4.77011 -2.79553 2.30070
H 3.87477 -2.64386 0.79331
H 5.21839 -0.40028 1.67204
H 6.37358 -1.19003 0.66789
H 5.96608 0.56632 -0.86933
C -7.75487 2.13043 -0.12043
N -6.36519 1.68705 0.05882
C -5.62934 2.19132 1.04579
C -4.29677 1.84722 1.21928
C -3.80450 0.86292 0.36996
C -4.54313 0.37945 -0.69632
C -5.87802 0.75093 -0.82443
C -2.41900 0.23748 0.55728
C -2.10855 -1.11822 0.70710
C -0.82156 -1.61585 0.72923
N 0.18095 -0.73445 0.40598
C -0.03459 0.62862 0.36629
C -1.35581 1.13697 0.39565
C 1.51845 -1.22077 0.46624
H -7.62277 3.12562 -0.54497
H -8.33208 2.27115 0.79343
H -8.37290 1.53914 -0.79609
H -6.22950 2.76327 1.73794
H -3.79686 2.23451 2.09478
H -3.99608 -0.21130 -1.41615
H -6.64604 0.50544 -1.54296
H -2.96579 -1.77233 0.76786
H -0.51985 -2.64740 0.83542
H 0.68246 1.42476 0.23065
H -1.53446 2.19610 0.28287
H 1.92392 -1.23889 -0.54537
H 1.46479 -2.18839 0.96518
H 2.02321 -0.54247 1.15416
Cl 3.16983 -1.40509 -5.90605
Cl 5.66662 -3.31838 -3.01433
Cl 1.64181 -3.95922 -1.95362
*
```

Computed properties:
Frontier orbital gap (spin up / spin down), eV: 4.91 / 4.83
Highest occupied orbital energy (spin up / spin down), eV: -4.59 / -4.59

# 8
ORCA calculation (wB97M-V/def2-TZVPD) on a structure of composition C16H20BeK2N4O8S2.

ORCA input file:
```
! wB97M-V def2-TZVPD RIJCOSX def2/J DEFGRID3
* xyz 0 1
K -14.22053 -5.07467 -24.67664
K -14.59156 -1.23428 -20.28723
Be -8.38831 -3.55993 -20.93178
S -10.55866 -0.58490 -23.41274
O -9.80438 -1.71937 -23.90323
O -10.24274 0.63790 -24.10821
O -12.00764 -0.86965 -23.49223
O -10.24268 -0.43729 -21.99517
S -12.26953 -5.73672 -20.15779
O -11.47540 -5.71683 -21.38340
O -11.60199 -4.71500 -19.36925
O -13.64462 -5.33878 -20.45553
O -12.14904 -7.10178 -19.59706
N -14.44422 -12.09000 -19.99386
C -15.78926 -12.07417 -19.88225
C -16.20327 -13.20564 -20.52819
C -15.04475 -13.96474 -20.95483
C -13.93242 -13.18405 -20.66636
H -13.88116 -11.30550 -19.69786
H -16.39593 -11.28874 -19.45630
H -17.19953 -13.53369 -20.78557
H -15.03375 -14.96985 -21.34981
H -12.87430 -13.33028 -20.82567
N -17.19769 -6.80631 -17.43991
C -18.52279 -6.56779 -17.74934
C -19.26050 -7.14903 -16.67565
C -18.39813 -7.78421 -15.79608
C -17.12066 -7.46754 -16.25698
H -16.48801 -6.51969 -18.09893
H -18.73206 -6.03613 -18.66582
H -20.32096 -7.03310 -16.50717
H -18.57458 -8.35132 -14.89406
H -16.10734 -7.67176 -15.94409
N -8.86034 -10.56938 -21.58788
C -8.57526 -11.30159 -22.73524
C -7.76347 -12.35241 -22.40022
C -7.66008 -12.29577 -20.93611
C -8.38540 -11.18291 -20.47861
H -9.30501 -9.67154 -21.46042
H -8.93199 -11.04074 -23.72068
H -7.34699 -13.08895 -23.07139
H -7.07362 -12.93329 -20.29110
H -8.70335 -10.78605 -19.52581
N -10.89522 -9.27378 -15.28853
C -10.28869 -8.44246 -14.38283
C -9.98323 -9.14919 -13.21579
C -10.43984 -10.49900 -13.43359
C -10.93566 -10.50983 -14.74153
H -11.30729 -9.04433 -16.18165
H -10.16221 -7.37495 -14.48682
H -9.63331 -8.77167 -12.26634
H -10.50134 -11.34102 -12.76008
H -11.40484 -11.29170 -15.32028
*
```

Computed properties:
Frontier orbital gap, eV: 2.57
Highest occupied orbital energy, eV: -7.21

Number 1: energy -1559.74698 Eh. Number 2: energy -2033.07302 Eh. Number 3: energy -2293.87237 Eh. Number 4: energy -1622.70488 Eh. Number 5: energy -14661.58285 Eh. Number 6: energy -3804.27511 Eh. Number 7: energy -2576.45514 Eh. Number 8: energy -3453.22709 Eh.